# 1
A structure of composition C24H53GeN3O11PTeTi, computed with ωB97M-V/def2-TZVPD.

The geometry in XYZ format:
```
95
Properties=species:S:1:pos:R:3:lowdin_spin:R:1
H -3.21 0.45 0.98 -0.0004
C -0.52 -1.70 -4.20 0.0001
N 0.47 3.17 -2.28 0.0007
H -0.95 -3.50 -5.32 0.0000
H 2.23 -3.17 -2.12 0.0001
H 0.12 -3.76 -3.93 0.0001
H 0.79 2.40 -4.21 0.0000
H 3.13 0.34 5.84 0.0007
H 0.18 -5.64 2.59 0.0000
C -1.08 2.65 1.79 0.0378
H -1.69 0.09 -4.48 0.0000
H -3.31 2.78 0.43 0.0000
H -0.69 -3.47 3.50 0.0027
H 3.16 -1.67 1.19 0.0001
H -2.20 -3.16 1.07 0.0001
H 1.38 5.08 -2.21 0.0000
H 0.57 -1.64 -6.08 0.0000
C 2.50 -1.41 -0.85 0.0011
H 2.47 1.30 4.51 0.0001
H -1.29 4.55 3.63 0.0000
H -1.81 -1.05 -5.83 0.0000
C 2.74 -2.88 -1.19 0.0001
O -1.03 2.09 0.57 0.0147
C 0.07 2.31 -3.39 0.0001
C -2.81 -2.27 1.21 0.0003
H 2.24 3.90 -0.25 0.0000
C 0.70 -1.34 -5.04 0.0000
C 3.33 0.72 4.84 0.0005
C 0.79 2.62 -1.11 0.0017
H 0.20 4.37 2.13 0.0016
C 0.44 4.61 -2.48 0.0001
H -0.91 2.63 -3.75 0.0000
H -1.62 -3.50 -3.68 0.0001
O 1.11 -1.23 -0.49 0.0051
H -0.16 -4.51 1.26 0.0003
C 3.38 -1.03 0.33 0.0007
H -2.69 3.53 3.97 0.0000
O -1.35 -1.03 -0.27 0.0066
H -4.09 4.03 1.40 0.0001
H 0.26 4.80 -3.54 0.0000
C 0.30 3.28 2.16 0.0157
H -2.46 -1.72 2.08 -0.0004
C -0.76 -3.21 -4.28 0.0003
Ge -0.24 -2.28 -1.34 0.0046
H 1.00 -3.72 3.99 0.0063
H -3.11 -1.59 -2.16 0.0000
Ti -0.10 0.32 0.55 0.9476
O -0.98 1.60 4.00 0.4702
H -3.46 0.50 -0.78 0.0000
H 2.38 -3.52 -0.39 0.0001
C 3.62 -0.40 3.87 0.0012
O -1.31 0.26 2.23 0.1911
H 4.43 -1.16 0.05 0.0000
H 2.13 -0.65 -2.84 0.0000
C -2.26 4.23 3.24 0.0000
H 3.21 0.01 0.61 0.0004
H 0.02 1.28 -3.06 0.0000
C -3.55 -0.12 0.12 -0.0005
N -2.12 3.64 1.91 0.0042
H -2.82 -3.14 -1.34 0.0000
H 0.63 2.97 3.15 0.0024
H -0.37 5.07 -1.91 0.0000
C 0.34 -3.57 3.13 0.0113
H 1.50 -4.78 1.79 0.0001
H -3.85 2.41 2.08 0.0022
C 2.88 -0.55 -2.06 0.0000
P 1.13 -1.03 3.21 0.0546
H 0.87 -0.26 -5.02 0.0000
H -2.67 -1.37 -4.32 0.0000
H 3.81 -3.05 -1.33 0.0001
O -0.28 -1.25 -2.87 0.0000
C -1.75 -0.96 -4.75 0.0000
H 2.94 0.50 -1.78 0.0000
H 1.59 -1.83 -4.64 0.0000
Te -0.27 -0.65 5.14 0.6912
C -3.41 3.18 1.43 0.0043
O 0.83 1.39 -0.97 0.0086
H 3.85 -0.86 -2.45 0.0000
H -3.84 -2.59 1.38 0.0002
C -3.28 -2.16 -1.24 -0.0003
C 1.23 3.54 0.01 0.0005
H 4.49 -0.98 4.17 0.0000
O 2.54 -1.38 3.83 0.0210
C 0.47 -4.69 2.13 0.0011
N -1.35 1.47 2.78 0.4558
C -2.74 -1.39 -0.04 0.0034
H -4.61 -0.37 0.26 0.0000
O 1.31 2.88 1.24 0.0023
H 4.19 1.39 4.88 0.0000
H -2.90 5.10 3.17 0.0003
H 0.57 4.41 0.07 0.0001
H 3.77 -0.03 2.86 0.0003
O 0.69 -2.35 2.46 0.0027
O 1.27 0.03 2.14 0.0219
H -4.35 -2.31 -1.12 0.0000
```

Computed properties:
- LUMO (spin up / spin down): 0.38 / -0.91 eV
- Gap between HOMO and LUMO (spin up / spin down): 7.298 / 6.771 eV
- E: -5474.1066 a.u.
- 2S+1: 4
- Energy relative to the best compared isomer or geometry (same formula, charge and spin): 12.2 kcal per mole
- HOMO (spin up / spin down): -6.917 / -7.677 eV
- Max |F|: 0.31 eV/Å

---

# 2
A structure of composition C16H8Cl3N4O6S2Ti in a non-equilibrium geometry, computed with ωB97M-V/def2-TZVPD.

The geometry in XYZ format:
```
40
Properties=species:S:1:pos:R:3:nbo_charge:R:1
Ti 0.11 -0.89 -0.58 1.1906
N 0.67 0.59 0.78 -0.2465
C 0.68 -3.41 -0.80 -0.2544
Cl 0.79 -1.56 -4.48 0.0078
H 0.35 -4.05 -1.60 0.2250
N -4.00 1.75 4.41 -0.3943
C -0.95 -1.20 -4.35 -0.1956
N 0.52 0.89 2.06 -0.3221
O 2.24 2.19 -1.89 -0.6524
C 1.62 2.57 1.18 -0.2700
H -0.14 0.29 2.63 0.4435
C 1.06 2.07 2.34 0.0407
O 1.16 0.26 -1.64 -0.7101
C -2.60 0.44 2.64 -0.2753
C 2.37 3.84 1.04 0.7881
O -2.43 -2.80 -3.37 -0.6331
C 1.61 1.38 -1.22 0.8046
C 0.75 -2.27 1.18 -0.3667
C 1.94 -1.99 0.46 -0.3522
C -3.47 1.99 1.03 0.2944
C 1.32 1.59 0.22 0.0385
Cl -1.20 0.53 -4.11 0.0404
O -1.04 -1.73 -1.99 -0.7309
H -0.98 -3.57 0.67 0.2422
H 0.53 -1.98 2.19 0.2527
C -3.38 1.20 3.61 0.2936
Cl -1.73 -1.68 -5.87 0.0030
N -4.09 2.94 0.80 -0.3893
H 1.04 2.49 3.34 0.2352
C 1.89 -2.69 -0.77 -0.3273
C -2.69 0.81 1.33 -0.3134
C -1.56 -2.00 -3.12 0.7654
H 2.78 -1.43 0.83 0.2218
O 2.81 4.14 -0.18 -0.6957
C -0.03 -3.14 0.39 -0.3096
H 2.60 3.44 -0.86 0.5110
S -1.68 -0.86 3.35 -0.4022
S -2.14 -0.01 -0.12 -0.1592
O 2.59 4.57 1.98 -0.6188
H 2.67 -2.72 -1.51 0.2207
```

Computed properties:
- LUMO (spin up / spin down): 4.28 / 4.28 eV
- Gap between HOMO and LUMO (spin up / spin down): 6.414 / 6.411 eV
- E: -4311.6745 a.u.
- 2S+1: 2
- Net charge: -2
- Energy relative to the best compared isomer or geometry (same formula, charge and spin): 31.3 kcal per mole
- HOMO (spin up / spin down): -2.131 / -2.127 eV
- Max |F|: 3.84 eV/Å

---

Which of these has the lowest max |F|? C24H53GeN3O11PTeTi

---

E of number 1 (C24H53GeN3O11PTeTi)? -5474.1066 a.u.

---

Look up the max |F| of the second one. 3.84 eV/Å

---

Which value of 2S+1 does entry 1 give? 4